No. 1
Here is a 23-piece molecular cluster, C29H36Cl66FN2O2 overall at a distorted geometry from OMol25. Energies are from the ωB97M-V functional and the def2-TZVPD basis.

As for the net charge: +1. The HOMO-LUMO gap comes out at 0.349 Eh. For the HOMO energy, the calculation gives -11.97 eV. The value obtained for the LUMO energy is -2.48 eV. As for the spin multiplicity: 1.

Positions of all 136 atoms, in Å:
1 C -3.099 -4.525 1.382
2 C -3.359 -3.608 0.208
3 O -3.656 -4.061 -0.876
4 O -3.204 -2.235 0.330
5 C -3.658 -1.645 1.553
6 C -2.532 -1.014 2.372
7 N -3.172 0.119 3.032
8 C -1.890 -1.898 3.506
9 C -0.495 -2.392 3.016
10 N -0.569 -1.985 1.594
11 F 0.617 -1.966 0.922
12 C -1.298 -0.691 1.532
13 H -2.609 -4.012 2.200
14 H -4.007 -4.994 1.726
15 H -2.468 -5.319 1.009
16 H -4.275 -2.312 2.146
17 H -4.304 -0.824 1.275
18 H -4.042 -0.225 3.416
19 H -2.604 0.530 3.757
20 H -2.454 -2.732 3.903
21 H -1.639 -1.292 4.364
22 H 0.316 -1.953 3.568
23 H -0.422 -3.467 3.085
24 H -1.141 -2.725 1.172
25 H -1.507 -0.458 0.499
26 H -0.667 0.011 2.056
27 C 3.786 0.004 0.187
28 Cl 4.201 0.734 -1.365
29 Cl 5.082 0.235 1.360
30 Cl 2.261 0.673 0.813
31 H 3.654 -1.058 0.033
32 C -4.949 1.089 -1.680
33 Cl -4.586 1.787 -3.252
34 Cl -3.632 1.426 -0.539
35 Cl -6.478 1.701 -1.059
36 H -5.031 0.016 -1.791
37 C 5.092 4.644 0.343
38 Cl 6.799 4.221 0.192
39 Cl 4.139 3.204 0.715
40 Cl 4.863 5.880 1.579
41 H 4.753 5.043 -0.604
42 C 7.206 2.617 3.660
43 Cl 8.915 2.242 3.468
44 Cl 6.282 1.163 4.068
45 Cl 6.964 3.855 4.892
46 H 6.836 2.999 2.717
47 C -4.978 2.315 -7.262
48 Cl -4.642 3.013 -8.839
49 Cl -3.659 2.650 -6.138
50 Cl -6.508 2.917 -6.614
51 H -5.059 1.242 -7.375
52 C -5.173 0.124 6.389
53 Cl -3.548 -0.548 6.596
54 Cl -5.983 -0.595 4.982
55 Cl -6.104 -0.106 7.858
56 H -5.078 1.185 6.201
57 C 2.086 0.221 -4.451
58 Cl 0.333 0.091 -4.634
59 Cl 2.868 -1.329 -4.771
60 Cl 2.732 1.472 -5.511
61 H 2.298 0.501 -3.428
62 C -7.995 5.463 -2.330
63 Cl -6.845 6.162 -1.189
64 Cl -7.157 4.803 -3.735
65 Cl -8.971 4.218 -1.548
66 H -8.657 6.248 -2.667
67 C 6.000 -3.055 -7.256
68 Cl 7.579 -3.823 -7.123
69 Cl 5.169 -3.579 -8.718
70 Cl 5.015 -3.388 -5.827
71 H 6.147 -1.984 -7.315
72 C -1.583 -0.023 -10.008
73 Cl -1.696 0.438 -11.704
74 Cl -0.409 0.984 -9.160
75 Cl -3.163 0.080 -9.225
76 H -1.242 -1.051 -9.959
77 C 1.957 -1.722 6.453
78 Cl 0.224 -2.093 6.464
79 Cl 2.891 -3.163 6.102
80 Cl 2.317 -0.432 5.298
81 H 2.229 -1.374 7.441
82 C 3.761 -4.159 10.303
83 Cl 3.552 -5.835 10.795
84 Cl 5.256 -3.953 9.388
85 Cl 2.371 -3.622 9.346
86 H 3.818 -3.548 11.192
87 C 0.589 -3.276 -11.532
88 Cl 0.501 -2.822 -13.231
89 Cl 1.704 -2.225 -10.656
90 Cl -1.015 -3.225 -10.788
91 H 0.955 -4.291 -11.469
92 C -9.810 1.192 -7.332
93 Cl -11.414 1.661 -7.892
94 Cl -9.761 1.104 -5.570
95 Cl -9.320 -0.345 -8.048
96 H -9.106 1.949 -7.650
97 C -5.839 4.407 -12.146
98 Cl -6.114 5.087 -13.749
99 Cl -7.179 3.362 -11.672
100 Cl -4.309 3.526 -12.094
101 H -5.781 5.223 -11.438
102 C 2.095 -3.249 14.146
103 Cl 1.694 -2.697 12.513
104 Cl 0.874 -4.369 14.740
105 Cl 3.695 -3.989 14.174
106 H 2.110 -2.386 14.799
107 C -6.927 -4.270 8.258
108 Cl -8.664 -4.549 8.184
109 Cl -6.039 -5.785 8.082
110 Cl -6.431 -3.104 7.025
111 H -6.693 -3.853 9.229
112 C 10.226 5.670 -1.535
113 Cl 11.844 6.331 -1.317
114 Cl 10.027 4.188 -0.590
115 Cl 9.001 6.864 -1.105
116 H 10.101 5.420 -2.580
117 C 5.088 1.330 -9.227
118 Cl 5.469 -0.154 -8.345
119 Cl 3.344 1.520 -9.352
120 Cl 5.823 2.730 -8.446
121 H 5.497 1.244 -10.225
122 C 9.384 -1.078 -4.114
123 Cl 7.783 -1.799 -4.296
124 Cl 10.627 -2.149 -4.758
125 Cl 9.448 0.500 -4.902
126 H 9.573 -0.937 -3.058
127 C -2.909 0.115 10.862
128 Cl -4.433 -0.772 10.891
129 Cl -1.616 -0.867 10.175
130 Cl -3.084 1.613 9.944
131 H -2.648 0.370 11.880
132 C 4.731 3.024 7.788
133 Cl 5.163 1.526 8.613
134 Cl 2.976 3.175 7.647
135 Cl 5.417 4.418 8.621
136 H 5.147 2.989 6.790

No. 2
Here is C20H22N10O3Os as an isolated structure at a distorted geometry from OMol25. Energies are from the ωB97M-V functional and the def2-TZVPD basis.

As for the net charge: +2. The HOMO-LUMO gap (alpha / beta) comes out at 0.236 / 0.236 Eh. As for the relative energy (zero: lowest compared OMol25 entry of this formula, charge and spin): 23.0 kcal/mol. For the HOMO energy (alpha / beta), the calculation gives -15.02 / -15.02 eV. The value obtained for the LUMO energy (alpha / beta) is -8.60 / -8.60 eV. As for the spin multiplicity: 1.

Positions of all 56 atoms, in Å:
1 Os 0.186 0.273 0.966
2 N -1.090 -1.401 3.483
3 C -0.362 -0.305 3.912
4 C -0.242 -0.107 5.287
5 C 0.433 1.001 5.746
6 C 0.979 1.894 4.827
7 C 0.830 1.625 3.492
8 N 0.169 0.535 3.029
9 C -1.333 -1.965 2.266
10 C -2.168 -3.095 2.254
11 C -2.441 -3.736 1.081
12 C -1.866 -3.261 -0.109
13 C -1.065 -2.170 -0.050
14 N -0.788 -1.494 1.119
15 H -1.524 -1.904 4.243
16 H -0.676 -0.821 5.973
17 H 0.536 1.171 6.810
18 H 1.512 2.780 5.138
19 H 1.243 2.279 2.736
20 H -2.583 -3.443 3.190
21 H -3.086 -4.604 1.074
22 H -2.040 -3.745 -1.058
23 H -0.574 -1.782 -0.923
24 C -2.712 3.412 1.149
25 O -2.227 2.029 1.312
26 C -1.034 1.783 0.939
27 O -0.136 2.535 0.539
28 H -3.791 3.339 1.209
29 H -2.394 3.799 0.185
30 H -2.312 4.016 1.958
31 C 0.486 -0.498 -5.909
32 C 0.206 0.931 -5.460
33 C -1.227 1.101 -4.968
34 C 1.216 1.441 -4.430
35 N 1.085 0.775 -3.119
36 C 0.452 1.180 -2.026
37 N 0.575 0.215 -1.128
38 N 1.298 -0.768 -1.699
39 N 1.596 -0.442 -2.893
40 H -0.212 -0.782 -6.696
41 H 0.367 -1.210 -5.091
42 H 1.497 -0.608 -6.304
43 H 0.356 1.595 -6.316
44 H -1.444 0.419 -4.139
45 H -1.932 0.863 -5.763
46 H -1.434 2.124 -4.644
47 H 1.065 2.502 -4.230
48 H 2.248 1.291 -4.742
49 H -0.046 2.125 -1.904
50 O 2.145 0.208 1.152
51 N 2.421 -0.838 1.901
52 C 3.399 -1.581 1.537
53 C 4.151 -1.292 0.345
54 N 4.702 -1.026 -0.625
55 C 3.689 -2.720 2.358
56 N 3.896 -3.640 3.012

No. 3
Here is C19H28Cl2GdN2O7S4 as an isolated structure at a distorted geometry from OMol25. Energies are from the ωB97M-V functional and the def2-TZVPD basis.

As for the net charge: +3. The HOMO-LUMO gap (alpha / beta) comes out at 0.197 / 0.145 Eh. For the HOMO energy (alpha / beta), the calculation gives -15.15 / -17.44 eV. The value obtained for the LUMO energy (alpha / beta) is -9.80 / -13.49 eV. The expectation value of S² is 15.9711. As for the spin multiplicity: 8.

Positions of all 63 atoms, in Å:
1 C 4.337 0.575 0.833
2 C 4.807 -0.254 -0.404
3 C 4.153 -1.659 -0.525
4 O 3.085 -1.739 -1.508
5 C 1.846 -1.995 -1.005
6 C 1.664 -3.415 -0.409
7 C 2.697 -4.498 -0.821
8 O 2.987 -5.296 0.001
9 Cl 3.459 -4.653 -2.411
10 O 1.532 -1.046 0.121
11 S 1.155 0.409 -0.379
12 O 0.966 1.254 0.780
13 O 2.041 1.014 -1.299
14 C -0.503 0.277 -1.091
15 C -0.802 1.347 -2.197
16 C -0.483 2.842 -1.780
17 C -1.823 3.631 -1.359
18 S -1.483 5.108 -0.290
19 C -1.012 4.540 1.336
20 S 0.554 4.844 1.770
21 N -1.862 3.891 2.264
22 C -1.629 3.858 3.594
23 C -2.697 3.121 4.205
24 N -3.489 2.739 3.199
25 C -3.047 3.172 2.050
26 C -0.614 -1.242 -1.634
27 Cl -1.761 -1.302 -3.047
28 O -1.120 -2.094 -0.598
29 C -2.536 -2.011 -0.425
30 C -2.840 -2.510 1.081
31 C -2.458 -1.400 2.144
32 O -4.131 -3.011 1.218
33 C 0.830 -1.675 -2.182
34 S 0.568 -3.143 -3.277
35 H 3.883 1.508 0.456
36 H 5.185 0.903 1.447
37 H 3.580 0.027 1.407
38 H 4.693 0.262 -1.365
39 H 5.880 -0.455 -0.255
40 H 3.888 -2.086 0.457
41 H 4.952 -2.316 -0.907
42 H 1.773 -3.312 0.684
43 H 0.665 -3.839 -0.561
44 H -1.225 0.447 -0.284
45 H -1.886 1.313 -2.418
46 H -0.203 1.069 -3.073
47 H 0.293 2.943 -1.012
48 H -0.130 3.353 -2.689
49 H -2.508 2.937 -0.844
50 H -2.309 3.982 -2.283
51 H -0.784 4.330 4.096
52 H -2.845 2.919 5.264
53 H -3.592 3.000 1.091
54 H -2.920 -0.948 -0.548
55 H -3.107 -2.703 -1.061
56 H -2.162 -3.361 1.250
57 H -2.883 -1.554 3.142
58 H -2.760 -0.422 1.697
59 H -1.349 -1.381 2.185
60 H -4.800 -2.393 0.896
61 H 1.245 -0.918 -2.865
62 H -0.248 -3.924 -2.521
63 Gd -2.721 0.941 0.658

No. 4
Here is C32H16N8RhS3Sb as an isolated structure at a distorted geometry from OMol25. Energies are from the ωB97M-V functional and the def2-TZVPD basis.

As for the net charge: -1. The HOMO-LUMO gap (alpha / beta) comes out at 0.169 / 0.175 Eh. As for the relative energy (zero: lowest compared OMol25 entry of this formula, charge and spin): 20.8 kcal/mol. For the HOMO energy (alpha / beta), the calculation gives -3.17 / -4.75 eV. The value obtained for the LUMO energy (alpha / beta) is 1.44 / 0.00 eV. The expectation value of S² is 8.8098. As for the spin multiplicity: 6.

Positions of all 61 atoms, in Å:
1 Rh 0.039 -0.052 0.009
2 C -5.567 -3.343 -0.930
3 C -6.145 -2.231 -0.324
4 C -5.381 -1.143 0.068
5 C -4.016 -1.199 -0.152
6 C -2.946 -0.226 0.001
7 N -3.126 1.053 0.161
8 C -2.139 1.943 0.151
9 C -2.302 3.331 -0.153
10 C -3.363 4.055 -0.682
11 C -3.119 5.349 -1.099
12 C -1.854 5.934 -0.957
13 C -0.801 5.240 -0.397
14 C -1.021 3.924 -0.012
15 C -0.129 2.873 0.370
16 N 1.164 3.042 0.628
17 C 2.046 2.088 0.525
18 N 1.808 0.846 0.003
19 C 2.990 0.262 -0.345
20 N 3.140 -0.817 -1.065
21 C 2.131 -1.566 -1.488
22 N 0.811 -1.472 -1.130
23 C 0.113 -2.501 -1.697
24 N -1.166 -2.810 -1.518
25 C -2.009 -2.056 -0.863
26 N -1.760 -0.821 -0.343
27 C -3.429 -2.338 -0.737
28 C -4.199 -3.411 -1.145
29 C 1.011 -3.281 -2.497
30 C 0.842 -4.440 -3.240
31 C 1.958 -5.001 -3.825
32 C 3.222 -4.421 -3.685
33 C 3.403 -3.262 -2.960
34 C 2.290 -2.691 -2.360
35 C 4.077 1.127 0.076
36 C 5.448 1.033 -0.076
37 C 6.222 2.084 0.389
38 C 5.640 3.195 0.995
39 C 4.265 3.302 1.138
40 C 3.483 2.265 0.661
41 N -0.818 1.695 0.383
42 H -6.201 -4.157 -1.255
43 H -7.217 -2.209 -0.179
44 H -5.832 -0.283 0.539
45 H -4.333 3.596 -0.800
46 H -3.907 5.915 -1.580
47 H -1.696 6.937 -1.334
48 H 0.179 5.680 -0.296
49 H -3.739 -4.263 -1.624
50 H -0.134 -4.889 -3.331
51 H 1.862 -5.909 -4.402
52 H 4.071 -4.898 -4.155
53 H 4.377 -2.816 -2.831
54 H 5.885 0.170 -0.557
55 H 7.296 2.054 0.263
56 H 6.275 4.000 1.339
57 H 3.815 4.162 1.610
58 S -1.683 -2.888 3.604
59 Sb 0.424 -1.793 3.653
60 S 1.219 -2.362 1.457
61 S -0.327 0.337 2.815

No. 5
Here is C30H24AsIN2O4Rb as an isolated structure at a distorted geometry from OMol25. Energies are from the ωB97M-V functional and the def2-TZVPD basis.

As for the net charge: +1. The HOMO-LUMO gap comes out at 0.263 Eh. For the HOMO energy, the calculation gives -10.39 eV. The value obtained for the LUMO energy is -3.25 eV. As for the spin multiplicity: 1.

Positions of all 63 atoms, in Å:
1 Rb 8.452 18.567 10.092
2 O 5.379 17.220 13.815
3 C 6.365 17.551 12.993
4 O 6.239 17.758 11.824
5 C 7.688 17.495 13.715
6 C 7.816 17.056 15.032
7 C 9.092 17.024 15.609
8 C 10.162 17.468 14.878
9 C 9.948 17.827 13.546
10 N 8.752 17.930 13.021
11 C 11.131 18.215 12.674
12 O 12.398 17.870 13.043
13 O 10.976 18.822 11.622
14 H 4.474 17.252 13.366
15 H 6.942 16.651 15.557
16 H 9.141 16.610 16.636
17 H 11.159 17.603 15.340
18 H 12.303 17.210 13.796
19 I 6.080 21.070 9.097
20 C 8.027 21.904 9.525
21 C 8.063 23.112 10.185
22 C 9.306 23.586 10.588
23 C 10.479 22.897 10.188
24 C 10.342 21.747 9.431
25 N 9.153 21.290 9.053
26 H 7.141 23.689 10.450
27 H 9.391 24.436 11.274
28 H 11.542 23.137 10.393
29 H 11.166 21.055 9.133
30 C 7.645 8.021 9.664
31 C 8.837 8.692 9.600
32 C 9.167 9.820 10.367
33 C 8.124 10.484 10.949
34 C 6.860 9.850 11.030
35 C 6.596 8.665 10.386
36 As 8.237 12.382 11.514
37 C 9.582 12.010 12.933
38 C 9.109 11.853 14.285
39 C 9.868 11.132 15.204
40 C 11.181 10.868 14.885
41 C 11.689 11.223 13.649
42 C 10.889 11.742 12.659
43 C 9.254 12.956 9.950
44 C 10.248 13.958 10.103
45 C 11.014 14.456 9.062
46 C 10.790 14.000 7.759
47 C 9.786 13.071 7.597
48 C 9.039 12.583 8.646
49 H 7.490 7.084 9.128
50 H 9.664 8.193 9.151
51 H 10.172 10.253 10.386
52 H 6.249 10.086 11.907
53 H 5.662 8.167 10.496
54 H 8.069 12.195 14.526
55 H 9.417 10.679 16.110
56 H 11.820 10.365 15.633
57 H 12.688 10.910 13.420
58 H 11.270 11.689 11.678
59 H 10.308 14.418 11.082
60 H 11.773 15.122 9.381
61 H 11.331 14.449 6.930
62 H 9.608 12.823 6.579
63 H 8.159 11.966 8.460

No. 6
Here is C9H25O3PSSb as an isolated structure at a distorted geometry from OMol25. Energies are from the ωB97M-V functional and the def2-TZVPD basis.

As for the net charge: -1. The HOMO-LUMO gap comes out at 0.267 Eh. For the HOMO energy, the calculation gives -4.28 eV. The value obtained for the LUMO energy is 2.97 eV. As for the spin multiplicity: 1.

Positions of all 40 atoms, in Å:
1 C 2.615 -0.334 3.515
2 O 2.507 -1.608 2.767
3 C 1.394 -1.528 1.797
4 C 1.707 -2.620 0.580
5 C 1.185 -1.993 -0.860
6 C 2.149 -0.744 -1.397
7 C 1.171 0.282 -2.220
8 C 1.123 1.815 -1.642
9 C 0.621 1.961 -0.089
10 C -0.799 1.220 0.259
11 Sb -2.454 1.634 -1.147
12 P -3.815 -0.203 -0.057
13 O -3.534 -0.176 1.661
14 O -5.484 0.055 -0.519
15 S -3.313 -1.993 -0.735
16 H 1.665 -0.143 4.207
17 H 2.737 0.605 2.795
18 H 3.585 -0.450 4.200
19 H 0.357 -1.771 2.329
20 H 1.429 -0.448 1.333
21 H 2.846 -2.869 0.472
22 H 1.084 -3.583 0.855
23 H 0.067 -1.672 -0.689
24 H 1.152 -2.816 -1.724
25 H 2.786 -0.252 -0.547
26 H 2.883 -1.248 -2.190
27 H 1.618 0.352 -3.325
28 H 0.129 -0.241 -2.334
29 H 0.496 2.512 -2.343
30 H 2.240 2.234 -1.678
31 H 0.447 3.123 0.099
32 H 1.454 1.635 0.690
33 H -1.144 1.644 1.321
34 H -0.577 0.072 0.449
35 H -1.945 0.430 -2.304
36 H -3.832 1.961 -2.224
37 H -3.222 2.747 -0.006
38 H -1.607 2.936 -1.958
39 H -4.241 -0.663 2.178
40 H -5.480 0.136 -1.518

Question: Which formula does entry 1 have?
Answer: C29H36Cl66FN2O2

Question: The highest spin multiplicity belongs to which entry?
Answer: C19H28Cl2GdN2O7S4